{"formula": "C56H182N14O28", "method": "ωB97M-V with the def2-TZVPD basis set", "elements": ["H", "H", "H", "H", "H", "H", "H", "C", "H", "H", "H", "H", "N", "O", "H", "H", "C", "C", "C", "H", "C", "C", "H", "H", "H", "H", "C", "H", "H", "C", "H", "O", "H", "H", "N", "O", "C", "H", "H", "N", "H", "H", "H", "C", "H", "C", "C", "C", "C", "H", "H", "C", "C", "O", "H", "H", "H", "C", "C", "H", "H", "H", "H", "N", "H", "C", "H", "H", "H", "O", "H", "H", "H", "H", "H", "N", "H", "H", "O", "H", "H", "H", "H", "H", "H", "O", "H", "H", "H", "H", "H", "O", "O", "C", "H", "H", "H", "H", "H", "O", "H", "H", "C", "H", "H", "O", "H", "H", "H", "H", "H", "C", "H", "H", "H", "H", "C", "H", "C", "C", "C", "H", "H", "H", "H", "O", "H", "C", "H", "H", "H", "H", "C", "H", "H", "C", "O", "C", "H", "H", "H", "H", "H", "O", "N", "C", "H", "C", "H", "O", "H", "C", "H", "H", "H", "C", "N", "C", "H", "H", "C", "H", "H", "H", "C", "C", "H", "N", "H", "H", "H", "C", "H", "H", "O", "H", "C", "C", "H", "H", "O", "H", "C", "C", "O", "H", "O", "H", "H", "H", "H", "H", "H", "C", "H", "H", "H", "H", "H", "H", "O", "H", "H", "H", "H", "H", "O", "H", "O", "H", "H", "C", "H", "H", "C", "H", "C", "H", "H", "H", "C", "H", "H", "H", "H", "H", "C", "N", "H", "O", "H", "H", "H", "H", "H", "H", "H", "C", "C", "H", "H", "O", "H", "O", "H", "H", "H", "O", "H", "H", "H", "C", "C", "H", "N", "H", "N", "H", "N", "H", "H", "C", "H", "H", "H", "C", "H", "H", "C", "H", "H", "N", "O", "N", "H", "H", "H", "H", "H", "O"], "positions_angstrom": [[20.79505, 23.09241, 10.44318], [11.21031, 26.55206, 18.36856], [10.61282, 26.09382, 12.19456], [11.49315, 28.17065, 17.74241], [16.11078, 21.58884, 18.33404], [17.50410, 24.02293, 22.74241], [20.40940, 11.10842, 14.16638], [14.03928, 30.13969, 16.25339], [10.20129, 23.59202, 18.25306], [12.55432, 16.45154, 16.89517], [15.45957, 25.78156, 14.32692], [10.04098, 21.01796, 8.94553], [10.35774, 21.78439, 11.57147], [16.06500, 17.91422, 14.05122], [17.66683, 16.72778, 13.46517], [11.79820, 20.17664, 13.93079], [7.55900, 19.69148, 14.07068], [19.53607, 21.39123, 12.12526], [13.68991, 21.58447, 15.83568], [14.97374, 14.62197, 14.18055], [18.43339, 14.13722, 16.83346], [9.42268, 15.53127, 18.42483], [9.96446, 22.26678, 12.36124], [13.78264, 24.22993, 22.40349], [15.27929, 28.44380, 22.88883], [9.01271, 14.52337, 18.58286], [18.68031, 13.64500, 15.41793], [19.43618, 25.72997, 23.25092], [15.23542, 19.16657, 18.44796], [11.97694, 27.33820, 18.27312], [12.97239, 21.97736, 23.38457], [18.11335, 16.26769, 12.70517], [14.33243, 16.79029, 16.96556], [13.48507, 14.31187, 16.17581], [17.60667, 15.29905, 16.62816], [19.40244, 22.77653, 11.82449], [8.62379, 20.00311, 11.91030], [13.01072, 21.02943, 16.52961], [19.26047, 22.58949, 9.70971], [13.39243, 21.72255, 9.79705], [16.35062, 25.55216, 25.21410], [14.71880, 25.59462, 17.83695], [14.59323, 13.85616, 22.18828], [9.72787, 20.34390, 9.75989], [11.95685, 24.40202, 12.89573], [11.41650, 25.39513, 9.56362], [15.75907, 14.58614, 20.42107], [11.03294, 22.92682, 18.12750], [16.34442, 23.94774, 18.58413], [20.17248, 19.41179, 14.16825], [19.55003, 24.24821, 10.40179], [16.76381, 24.58093, 25.36732], [13.10003, 26.76207, 17.40125], [19.37787, 20.31073, 21.60896], [15.80568, 27.12983, 19.79435], [17.42206, 15.84346, 20.61523], [18.02201, 28.15193, 16.46064], [16.25445, 22.27645, 25.03071], [15.32133, 22.58823, 8.74809], [14.74653, 15.58063, 22.14947], [14.46820, 28.11380, 18.00088], [14.84260, 20.90941, 23.00556], [16.90025, 25.43605, 11.25928], [11.38784, 27.63837, 13.39172], [11.36730, 25.52836, 8.49919], [19.75925, 21.35667, 13.64393], [18.29929, 23.60407, 21.29019], [13.94418, 30.78708, 17.14997], [13.53057, 21.37188, 14.79039], [14.26593, 19.37439, 11.81374], [12.50329, 14.53451, 21.19364], [8.46507, 18.38695, 19.23246], [13.30133, 19.28339, 19.83526], [19.35612, 14.42139, 17.35222], [12.41238, 16.21962, 14.07303], [19.35728, 20.02812, 14.26107], [18.54470, 21.93277, 16.79706], [16.18063, 19.70470, 24.34748], [16.00935, 23.32652, 17.36028], [14.45030, 23.38464, 10.68549], [18.26539, 17.00975, 12.11098], [18.94879, 11.83767, 13.54620], [19.59676, 28.78404, 12.39130], [15.30084, 21.79895, 25.33551], [12.71230, 21.88014, 10.51676], [18.90197, 21.05416, 16.94065], [9.45717, 19.86547, 19.14653], [18.23513, 20.52871, 20.15353], [13.60574, 24.72230, 20.84079], [10.87340, 22.00570, 20.49243], [12.22528, 19.73818, 18.87999], [9.37256, 24.52988, 13.71175], [8.56812, 16.31842, 17.59365], [17.69568, 13.02371, 17.65564], [8.94274, 26.50665, 14.10442], [17.57496, 22.06756, 23.37014], [15.47386, 18.33860, 13.40340], [19.24874, 25.11067, 12.67462], [11.85601, 26.38421, 9.99080], [21.35480, 17.43806, 12.74788], [21.31484, 22.74345, 14.09547], [13.58867, 30.67252, 15.45437], [14.07068, 27.83371, 17.04884], [10.60615, 22.45032, 14.89620], [17.27778, 23.83212, 11.73612], [12.35282, 19.54934, 19.79020], [11.70107, 27.68921, 14.33545], [18.30977, 25.97720, 20.56236], [14.20511, 15.40889, 19.17017], [16.13935, 16.54516, 19.91234], [19.84839, 21.11190, 21.50098], [16.73019, 21.56557, 23.74782], [17.70145, 27.77610, 22.04005], [10.78504, 21.86579, 18.14579], [16.60856, 24.29146, 21.36386], [17.78429, 24.49497, 24.96125], [18.18999, 25.72698, 21.60523], [14.98164, 13.99152, 18.38461], [17.62936, 24.33319, 21.70163], [12.09147, 22.43982, 22.85703], [8.95647, 19.08193, 18.60336], [20.28725, 23.68887, 22.11108], [8.77875, 17.67037, 16.10805], [21.83866, 21.29348, 13.35385], [17.36720, 19.67513, 23.32866], [18.51584, 27.08344, 12.75007], [15.00736, 26.99357, 23.77295], [15.01555, 27.38643, 22.79304], [17.05668, 22.12324, 25.88717], [10.21190, 25.70064, 15.15590], [19.04924, 22.04068, 13.94737], [12.89978, 25.79834, 12.59679], [15.16037, 21.26178, 16.38005], [10.65508, 23.83500, 20.67807], [8.24289, 19.46788, 17.87395], [15.24839, 14.65336, 21.91024], [15.93224, 23.64092, 24.79376], [19.71705, 23.18184, 10.48755], [17.71238, 13.31508, 14.96316], [10.30382, 19.90955, 16.47796], [18.98507, 20.64178, 16.05105], [12.18381, 14.94475, 19.61689], [16.78962, 24.36360, 26.45780], [13.66108, 13.46186, 19.79228], [16.63783, 15.64189, 19.96738], [9.19374, 21.07642, 10.97695], [12.58196, 25.36363, 14.25938], [19.87071, 12.04446, 14.08282], [14.01768, 27.31581, 22.36545], [8.33085, 20.53614, 13.23237], [20.33501, 27.15064, 11.93461], [12.52593, 22.90697, 21.49584], [14.44630, 22.19197, 18.19912], [11.33853, 21.62947, 22.78018], [11.68818, 23.32848, 23.28029], [13.60153, 15.23658, 15.52003], [13.81840, 25.72437, 18.20644], [11.41213, 22.99115, 20.47534], [13.52546, 22.64553, 15.94816], [16.41397, 13.64236, 20.46495], [9.83964, 25.78930, 14.14602], [18.97527, 25.85543, 14.32621], [16.80793, 12.77526, 17.13212], [21.28064, 21.26590, 15.12368], [19.75324, 27.69877, 12.64136], [14.18392, 22.92116, 9.70611], [9.92751, 14.38027, 13.71906], [15.33934, 19.82633, 16.70606], [15.59644, 15.20979, 15.52518], [20.52716, 12.75468, 13.52471], [8.35601, 21.76363, 10.75368], [12.17645, 25.35068, 13.26543], [16.03232, 23.41439, 8.66924], [11.51041, 23.23744, 17.22031], [10.42228, 21.49796, 14.99739], [17.37458, 26.57866, 23.40526], [15.37636, 22.04738, 17.62730], [14.68028, 14.36143, 19.37252], [7.62382, 19.62858, 11.53040], [16.15960, 14.61287, 22.54006], [17.69619, 27.23338, 16.38188], [15.10089, 30.07216, 16.10135], [9.41916, 17.25470, 16.91823], [13.29790, 23.98442, 9.04583], [12.00622, 23.26847, 19.18202], [13.85686, 24.94827, 9.03165], [16.39129, 27.73958, 19.27030], [20.30270, 27.67261, 13.62249], [8.18455, 18.80764, 14.33920], [9.21752, 15.02551, 15.24391], [11.55500, 20.57375, 12.38904], [8.59779, 24.16602, 15.54689], [17.06409, 23.33309, 19.09899], [13.43300, 16.50950, 16.33204], [12.19284, 27.61616, 19.29051], [15.45367, 24.04608, 19.22582], [10.66600, 22.56167, 10.93292], [10.47004, 19.63384, 10.06273], [17.34840, 15.63400, 17.58911], [19.97066, 26.60077, 22.07007], [11.30502, 14.87298, 15.31379], [11.65877, 13.34213, 20.21046], [17.35960, 13.48114, 18.61902], [18.13760, 16.01381, 16.12337], [13.28642, 24.85561, 18.31547], [12.50275, 14.53714, 13.74700], [15.17289, 18.64509, 19.32631], [7.47932, 24.60308, 14.23003], [19.53948, 12.49497, 15.43394], [10.07494, 16.14918, 14.18772], [18.66094, 20.72802, 11.83898], [12.41479, 14.11448, 20.22494], [14.15088, 18.63140, 11.18134], [9.65149, 16.00176, 19.43930], [10.92217, 26.22750, 13.20105], [15.64546, 17.08605, 14.28446], [21.09302, 21.68089, 14.08551], [14.73276, 19.33194, 16.11649], [7.24868, 20.27546, 15.00612], [18.36510, 12.19456, 17.91465], [15.66014, 21.52102, 22.65542], [10.56889, 17.80118, 18.53514], [21.94659, 16.72911, 12.56641], [16.25363, 26.99945, 13.54843], [6.69991, 19.37671, 13.52778], [20.43254, 20.92222, 11.64337], [8.30967, 24.03998, 14.50364], [13.15188, 24.25034, 21.63258], [15.98987, 21.17637, 21.62204], [15.90421, 26.66587, 21.95817], [10.44542, 25.30505, 10.00108], [18.64705, 19.52419, 13.75695], [11.52492, 18.89489, 16.49877], [10.58134, 28.23703, 13.27127], [15.28859, 22.55420, 22.50343], [20.52284, 17.00748, 12.96107], [16.65957, 24.95848, 18.42274], [16.72038, 24.68923, 12.02330], [17.27954, 26.76412, 22.36052], [13.92088, 21.00712, 10.28496], [9.22053, 19.10057, 11.98413], [13.44136, 28.82813, 16.28713], [15.87604, 21.71818, 9.11008], [17.65846, 20.55705, 19.38330], [17.13157, 26.96495, 15.59034], [13.02181, 23.63047, 8.04606], [15.82695, 21.52761, 15.51815], [11.91362, 19.89311, 13.00697], [13.27320, 17.32467, 15.61175], [15.88858, 19.02070, 19.84159], [18.18606, 20.63571, 18.62003], [10.01958, 18.41526, 17.80517], [18.62600, 25.81074, 13.28660], [8.89330, 19.74801, 9.34067], [10.90126, 19.33832, 17.11443], [8.16248, 22.98694, 14.42215], [17.03774, 20.16305, 24.15229], [16.44652, 27.38022, 18.37003], [14.85622, 15.40366, 14.82483], [21.63677, 23.20971, 21.74859], [19.75956, 20.04515, 22.44374], [12.42295, 15.26583, 14.57034], [18.96140, 14.45915, 14.71876], [10.42931, 15.37214, 17.95251], [15.62734, 24.50067, 11.91401], [10.11778, 15.07946, 14.60112], [9.78541, 21.17960, 14.32468], [16.28768, 19.43061, 16.54542], [17.25625, 25.16809, 13.39678], [13.43388, 19.47236, 12.27227], [12.62261, 26.48370, 16.46148], [16.36374, 26.14729, 14.07741], [20.75934, 22.84564, 21.90320], [19.51628, 25.71204, 22.23832], [10.27158, 16.75747, 16.46090], [13.20939, 22.08701, 21.15262], [17.32713, 24.35206, 14.12702], [14.89973, 27.32902, 16.51764], [14.87287, 22.29932, 7.78484], [12.16016, 24.23466, 9.85909]], "atomic_forces_ev_per_a": [[0.5, -0.2, -0.6], [0.0, 0.2, 0.0], [-0.9, 0.3, -0.9], [0.2, -0.1, 0.2], [-0.8, -0.4, -0.7], [0.2, 0.3, 0.2], [0.1, -0.1, 0.3], [0.2, -0.8, 1.1], [-1.0, 0.0, 0.2], [-1.2, 0.0, 1.3], [-0.2, -0.3, -0.2], [0.3, -0.3, 0.5], [-0.5, 0.8, -0.6], [0.5, 1.1, -0.4], [0.1, -0.5, -0.9], [-0.2, 0.3, -0.6], [1.1, 0.3, 1.1], [0.8, -0.8, -0.2], [1.2, -1.1, 1.7], [0.0, 0.2, -0.2], [0.0, -1.3, -0.3], [1.0, -0.3, 1.0], [0.2, 0.5, 0.6], [0.6, 0.2, 0.5], [0.1, 0.1, -0.3], [-0.2, 0.5, 0.0], [-0.3, -1.2, -0.7], [-0.3, -0.4, 0.1], [-0.2, -0.8, 1.0], [-1.3, -0.7, -1.0], [-0.9, 0.9, -0.1], [0.0, 0.7, 1.1], [-1.1, -0.5, -0.6], [0.4, 0.9, -0.7], [-1.1, 0.9, 1.5], [-0.7, -0.4, -0.5], [-1.9, -0.1, 0.8], [0.1, 0.5, -0.8], [-0.4, -0.1, -0.2], [-0.2, -0.7, 1.0], [-0.2, 0.7, -0.2], [1.1, -0.8, -0.7], [-0.3, -0.7, -0.1], [-2.0, 0.1, -1.0], [-0.2, -1.9, -0.2], [1.6, 1.4, 0.5], [1.1, -2.4, 1.1], [1.6, 0.8, 1.5], [-1.1, -0.5, 0.1], [-0.2, 0.2, 0.2], [-0.6, 0.1, -0.1], [0.8, -1.1, 1.3], [-0.7, -0.1, 1.8], [-0.6, -1.2, 0.3], [0.8, 0.7, -0.7], [-0.7, -0.6, -0.5], [-0.7, -0.8, -0.8], [0.6, -0.4, 0.8], [0.3, 0.2, 0.5], [-0.2, 0.5, -0.1], [0.4, 1.2, 0.5], [-0.4, -0.3, -0.1], [0.3, 0.5, -0.1], [-1.1, -1.4, -0.9], [-0.3, 0.1, -0.7], [-2.1, -3.0, -1.3], [0.0, -0.4, -0.8], [-0.4, -0.8, 0.0], [0.0, -0.5, -0.3], [1.3, -1.0, -1.2], [0.2, 0.1, 1.3], [-0.5, -0.6, 0.7], [-0.6, 0.1, 0.0], [0.2, -0.4, -0.2], [-0.7, 0.9, 0.0], [1.4, 0.3, -0.3], [-0.2, 0.2, -0.1], [-1.0, -0.4, 0.5], [-0.7, 0.0, -0.6], [0.4, -0.7, -0.5], [-0.1, -0.1, -0.3], [-0.1, 0.2, -0.3], [0.2, -1.2, -0.1], [0.5, 0.1, 0.1], [-1.0, 0.3, 0.1], [0.1, -0.2, -0.2], [-0.3, 0.5, 0.5], [0.2, -0.2, 0.0], [-0.4, -0.9, 0.1], [0.4, 0.7, -0.4], [-0.5, 0.3, -1.6], [0.7, -1.1, -0.4], [1.7, 0.0, 0.3], [1.1, 2.1, 1.2], [1.2, -0.6, 0.3], [1.4, 0.3, -0.3], [0.2, -0.1, 0.1], [0.0, 0.7, 0.4], [-0.3, -1.6, -0.5], [-0.7, 1.0, 0.2], [-0.3, 0.2, 0.2], [-0.4, 0.3, -0.9], [0.9, -0.7, -0.2], [-0.4, -0.6, -0.3], [0.3, -1.0, -0.3], [1.1, -0.5, 1.6], [0.4, 0.6, 0.9], [0.0, 0.4, -0.3], [0.7, -1.5, 0.2], [0.0, -0.5, -0.2], [0.9, 2.0, -0.6], [-1.5, -1.7, 0.5], [-0.7, -0.9, 0.8], [-0.1, 0.1, -0.1], [-0.2, -0.2, -0.8], [0.0, 0.3, 0.1], [-0.8, -0.1, 1.3], [0.7, 0.2, 0.4], [-0.5, 0.1, 1.2], [0.3, -1.3, -0.2], [0.3, 1.0, -1.4], [0.0, -0.5, -0.2], [0.4, -0.1, 0.4], [-0.3, -0.2, 0.7], [0.3, 0.0, -0.1], [-0.8, 0.3, -0.2], [-0.1, -0.7, 1.3], [0.1, 0.6, -1.0], [-1.5, 0.4, -1.7], [0.1, 0.2, 0.7], [-1.5, 1.6, 1.3], [0.3, 0.1, -0.1], [-0.6, -0.1, -2.0], [1.0, -1.1, 0.1], [-0.4, 0.5, 0.3], [1.3, 0.9, -0.8], [-0.8, -0.7, -0.8], [1.2, -0.2, 1.3], [0.2, 0.2, 0.5], [0.7, -0.1, 0.7], [0.0, 0.0, 0.1], [-0.4, 0.8, -1.3], [0.3, 0.5, -0.3], [-1.2, 0.8, 0.4], [0.4, 1.5, 0.4], [0.6, -0.3, 0.1], [0.3, -0.3, 0.6], [0.0, 0.6, 1.1], [0.0, -0.1, 0.0], [0.7, 0.6, -0.5], [0.8, 0.0, -0.8], [1.2, 0.1, -1.3], [-0.1, 0.0, -0.2], [0.3, 0.5, 0.0], [-0.4, 0.4, 1.3], [-0.7, 0.4, 0.8], [-2.0, 1.1, -0.4], [-0.8, 0.4, -0.2], [0.0, 0.4, 0.2], [-0.9, 1.0, -0.3], [-1.7, 0.6, -0.8], [0.5, 0.1, -0.2], [-0.7, -0.8, -0.6], [0.0, 0.5, -1.2], [0.3, 1.5, 1.3], [-0.5, 0.9, -0.7], [0.7, 0.6, 1.0], [0.7, 0.5, 0.7], [-0.1, 0.5, -0.4], [-0.6, -0.2, 0.5], [0.4, -0.1, -0.1], [-0.3, 1.8, 0.1], [-0.1, 0.0, -0.3], [0.3, -0.2, -0.7], [0.1, 0.0, 0.1], [0.1, 0.0, 1.0], [2.0, 1.0, 1.5], [-1.9, 1.9, -0.2], [0.9, 0.6, -0.1], [-0.5, 0.0, -0.2], [-0.1, -0.2, 0.4], [0.7, -0.2, -0.4], [-0.8, 1.6, -0.7], [0.6, 1.0, 0.6], [-1.4, -1.1, -0.3], [0.0, -0.5, -0.5], [-0.6, -0.8, 0.5], [-0.4, 0.0, -0.6], [-0.6, 0.4, 0.1], [0.8, -0.3, 0.1], [-0.3, 0.1, 0.6], [-0.4, 0.3, 0.4], [0.5, 0.0, 0.4], [1.9, 0.7, 0.1], [0.8, 0.2, 0.2], [0.1, -0.3, 0.1], [-0.3, -1.1, 0.6], [0.8, -0.1, 0.0], [0.2, 0.1, -1.2], [0.3, 0.1, -0.4], [-1.0, 0.6, 0.0], [-0.2, 0.0, -0.1], [0.3, -0.3, -0.7], [-0.3, -0.1, 0.5], [0.4, 0.3, -0.1], [0.4, -0.1, 0.0], [-0.2, 0.6, -1.2], [-2.0, 0.8, 0.0], [0.6, 0.5, -1.5], [0.2, -1.3, 0.3], [0.5, 1.1, 0.2], [1.8, -1.6, -0.4], [0.0, 0.7, 0.7], [-0.6, -0.4, -1.1], [1.9, 0.7, 0.3], [-0.7, -0.9, 0.2], [3.0, 0.1, 0.9], [-0.8, -1.2, -1.0], [0.6, -0.8, -1.4], [-0.3, 0.1, -0.5], [0.2, 1.4, -1.0], [0.7, 0.6, -0.1], [0.8, -0.8, -0.2], [-0.1, 0.0, -0.3], [-1.0, -0.4, -0.3], [-0.5, 0.5, 0.0], [1.9, 0.3, 0.9], [-0.4, -0.3, -0.2], [0.0, 0.2, 1.4], [0.7, -0.1, 0.1], [-0.7, -0.3, 0.1], [-0.7, 0.3, -0.3], [1.1, -1.1, -0.8], [0.0, 0.3, 0.2], [-0.1, -0.5, 0.0], [-0.3, -0.2, 0.0], [0.7, 0.4, -0.4], [-0.7, 0.7, 0.3], [0.4, 0.7, -2.8], [0.5, -0.3, -0.3], [0.7, 0.0, 0.2], [0.0, 1.1, 0.1], [0.0, 0.1, 0.1], [-1.5, -0.2, 1.9], [0.8, 0.9, 0.4], [-0.2, 0.3, 0.0], [0.0, 0.2, 1.0], [0.2, -0.4, 0.0], [0.3, 0.0, 0.1], [0.4, 0.3, 0.1], [1.3, 0.1, -1.8], [0.1, -3.2, 0.4], [-0.2, -1.6, 0.5], [0.3, 0.2, 0.0], [-2.2, 1.3, 0.0], [-0.1, -0.7, -0.8], [1.4, 1.0, -0.4], [0.1, 0.0, 0.2], [1.0, -1.4, 0.1], [0.2, -0.4, -0.2], [-0.2, -0.6, 0.5], [0.9, -2.1, -0.6], [0.7, -0.3, 0.4], [-0.8, 0.1, 0.1], [0.7, -0.1, 0.8], [-1.5, 1.1, -1.4], [0.1, 0.6, 0.0], [-0.8, 0.9, 0.0], [-1.7, 0.6, 0.0], [-1.1, 0.1, 0.6], [0.0, -0.8, -0.2], [0.6, 0.1, 0.3], [-0.2, 1.0, 0.3], [0.4, 0.5, 0.1], [0.0, -0.3, -0.1], [-0.2, 0.8, -0.4], [0.1, -0.2, -0.4], [0.0, 0.5, -0.3], [0.3, 0.3, 0.2], [-0.4, -0.5, 0.5]], "mulliken_charge": [0.384, 0.256, 0.254, 0.369, -0.945, -0.367, 0.278, -0.877, 0.587, -0.068, -0.201, 0.301, 0.024, -0.258, 0.309, 0.143, -0.825, -0.892, -0.886, 0.326, 0.274, -0.650, -0.325, 0.159, 0.317, 0.425, -0.409, 0.221, 0.202, -1.647, 0.100, -0.629, 0.318, 0.234, -0.215, -0.091, -1.010, 0.075, 0.361, -0.618, 0.064, -0.430, 0.382, -1.587, 0.204, -1.062, 0.168, -0.404, -1.129, 0.211, 0.246, -0.772, 2.079, -0.602, 0.224, 0.296, 0.250, -1.172, -1.460, 0.335, 0.794, 0.755, 0.392, -0.751, 0.455, 1.390, 0.438, 0.276, 0.535, -0.657, 0.314, 0.474, 0.368, 0.414, 0.319, -0.592, 0.201, 0.353, 0.550, -0.156, 0.272, 0.314, 0.241, 0.280, -0.011, -0.707, 0.208, 0.276, -0.123, -0.128, 0.078, -0.175, -0.500, -1.091, 0.309, 0.047, 0.337, 0.290, 0.293, -0.607, 0.361, 0.287, -0.499, -0.144, 0.352, -0.568, 0.207, 0.535, -0.215, -0.051, 0.194, 1.285, 0.216, -0.155, -0.244, 0.349, 0.664, -0.286, -0.490, -1.631, -1.876, 0.314, -0.216, 0.340, 0.253, -0.357, 0.264, -0.933, 0.314, 0.166, -0.308, 0.331, 0.286, 0.245, 0.310, -1.821, -0.178, -1.016, 0.144, -0.562, 0.336, -0.116, 0.417, -0.477, -0.164, 0.589, -0.091, -0.707, 0.210, -0.311, 0.292, 1.969, -0.449, 0.378, 0.516, 0.488, 1.152, -0.869, -0.200, 0.268, -0.461, 0.606, 0.256, 0.376, -0.796, 1.217, 0.311, 0.217, -0.196, 0.238, 0.430, -0.738, 0.381, -0.163, 0.521, 0.609, 1.302, 0.908, 0.463, 0.448, -0.579, 0.314, 0.597, -1.134, 0.540, 0.412, -0.688, 0.297, 0.194, 0.254, 0.215, 0.333, 0.592, -0.360, 0.239, 0.195, -0.065, 0.370, -0.024, 0.296, -0.245, 0.329, 0.044, 0.128, -0.608, 0.481, -0.035, 0.436, -0.385, 0.114, 0.264, -0.353, 0.321, 0.264, 0.338, 0.238, -1.495, -0.361, 0.180, 0.434, -0.182, -0.124, 0.286, 0.197, 0.501, 0.301, -0.740, -0.562, -0.280, 0.236, 0.268, 0.006, -0.539, 0.339, -0.482, 0.325, 0.258, -0.823, -1.253, 0.378, 0.298, -0.232, 0.353, -0.190, 0.320, 0.333, -0.181, -0.449, -0.243, 0.090, 0.148, 1.001, -1.072, 0.466, 1.596, -0.005, -0.878, 0.280, -0.411, 0.294, 0.306, -0.982, 0.279, 0.156, -0.307, -0.669, -0.151, 0.135, 1.096, 0.430, -1.157, -0.059, -0.686, -0.767, -0.323, -0.435, -0.135, -0.242, 0.377, 0.069], "multiplicity": 1, "orbital_gap_ha": 0.32325, "e_lumo_ha": 0.0128, "total_energy_ev": -139208.888, "max_force_ev_per_a": 3.90, "homo_energy_ev": -8.45}